Version 1
Entry from the Open Molecules 2025 dataset: an isolated ion of composition C3H8N3 and charge +1 (ωB97M-V/def2-TZVPD).

As for the LUMO energy: -4.20 eV. As for the HOMO-LUMO gap: 0.375 hartree. The calculation puts the HOMO energy at -0.530 Ha.

Structure (ORCA input):
```
! wB97M-V def2-TZVPD RIJCOSX def2/J DEFGRID3
* xyz 1 1
C 1.59776 0.05595 0.86268
C 0.47704 0.03887 -0.21993
C -0.44712 -1.17005 -0.10071
N 2.51247 0.00604 -0.27607
N 1.61864 -0.03037 -1.12671
N -0.33772 1.29004 -0.37324
H 1.74948 1.04735 1.29560
H 1.55550 -0.87586 1.38900
H -1.36299 -1.03228 -0.64956
H -0.51148 -1.34232 0.95802
H 0.20028 -1.99341 -0.56841
H -1.39141 1.15502 -0.34005
H -0.23113 1.79941 -1.19731
H -0.14778 1.86308 0.40260
*
```

Calculated atomic charges, method natural (NBO), unit e: C -0.295; C 0.179; C -0.640; N -0.013; N -0.130; N -0.668; H 0.226; H 0.247; H 0.232; H 0.243; H 0.272; H 0.454; H 0.452; H 0.441

***

Version 2
Entry from the Open Molecules 2025 dataset: a 2-piece molecular cluster, C3H8N3 overall (ωB97M-V/def2-TZVPD).

As for the LUMO energy: -5.05 eV. As for the HOMO-LUMO gap: 0.305 hartree. The calculation puts the HOMO energy at -0.491 Ha.

Structure (ORCA input):
```
! wB97M-V def2-TZVPD RIJCOSX def2/J DEFGRID3
* xyz 1 1
C 1.64906 -0.76190 0.34635
C 0.57095 1.07438 -0.43951
C -2.09332 -0.48053 0.39972
N 0.55850 -1.17636 -0.13007
N 1.63201 0.62848 0.37136
N -0.22954 -0.22818 -0.59880
H 2.34857 -1.34311 0.90347
H 0.00786 1.97149 -0.12829
H 0.63811 1.06955 -1.50947
H -2.44094 -1.33310 -0.22075
H -1.93338 -0.64793 1.42175
H -2.33131 0.43715 0.06725
H 2.24366 1.13164 1.04503
H -0.62023 -0.34157 -1.52803
*
```

Calculated atomic charges, method natural (NBO), unit e: C 0.283; C -0.067; C -0.204; N -0.318; N -0.622; N -0.266; H 0.247; H 0.243; H 0.200; H 0.225; H 0.218; H 0.182; H 0.456; H 0.424

***

Version 3
Entry from the Open Molecules 2025 dataset: an isolated ion of composition C3H8N3 and charge +1 (ωB97M-V/def2-TZVPD).

As for the LUMO energy: -3.09 eV. As for the HOMO-LUMO gap: 0.430 hartree. The calculation puts the HOMO energy at -0.543 Ha.

Structure (ORCA input):
```
! wB97M-V def2-TZVPD RIJCOSX def2/J DEFGRID3
* xyz 1 1
C -0.85736 -0.10808 0.12099
C 1.56287 0.82208 0.13081
C 1.65944 -0.64293 -0.05747
N 0.43308 0.00137 0.30697
N -1.45023 -1.27617 0.11275
N -1.63413 1.20301 0.06441
H 2.09983 1.04268 0.98118
H 1.41708 1.56005 -0.62080
H 1.72940 -1.16527 -0.98307
H 2.06294 -1.01976 0.77606
H -1.00975 -2.20999 0.10773
H -2.48165 -1.41175 0.01666
H -1.08142 1.92527 -0.38087
H -2.45010 1.27950 -0.57536
*
```

Calculated atomic charges, method natural (NBO), unit e: C 0.702; C -0.186; C -0.190; N -0.378; N -0.755; N -0.794; H 0.232; H 0.226; H 0.235; H 0.218; H 0.444; H 0.444; H 0.391; H 0.410

***

Version 4
Entry from the Open Molecules 2025 dataset: a 2-piece molecular cluster, C3H8N3 overall (ωB97M-V/def2-TZVPD).

As for the LUMO energy: -4.06 eV. As for the HOMO-LUMO gap: 0.345 hartree. The calculation puts the HOMO energy at -0.494 Ha.

Structure (ORCA input):
```
! wB97M-V def2-TZVPD RIJCOSX def2/J DEFGRID3
* xyz 1 1
C 0.38852 0.29703 0.41164
C 1.78146 -0.62685 -1.32181
C 0.36859 -0.34536 -0.86555
N -2.61552 0.62946 1.23895
N -1.89296 0.50053 0.24542
N 0.97856 0.65276 1.35506
H 2.14391 -1.26934 -0.60822
H 1.49528 -1.29385 -2.12765
H 2.48507 0.07130 -1.59661
H -0.31723 0.26928 -1.53520
H -0.09093 -1.36350 -0.66369
H -3.63842 0.66117 0.99126
H 1.01585 1.09523 2.30811
H -2.10218 0.72215 2.16830
*
```

Calculated atomic charges, method natural (NBO), unit e: C 0.679; C -0.588; C -0.540; N -0.392; N -0.189; N -0.541; H 0.216; H 0.239; H 0.242; H 0.302; H 0.289; H 0.417; H 0.488; H 0.379

***

Least stable: version 4